Density functional theory data (wB97M-V/def2-TZVPD) for a 2-piece molecular cluster, C13H10FNO2 overall.

The spin multiplicity is 1. As for the gap between HOMO and LUMO: 6.219 eV. The calculation puts the total energy at -21941.176 eV.

```
27
C13H10FNO2, DFT wB97M-V/def2-TZVPD
N 0.94 -1.79 1.24
O 1.03 -1.38 2.40
O 0.89 -2.98 0.91
F -4.05 -1.17 -0.29
C -2.84 -1.29 -0.93
C -2.77 -2.05 -2.09
C -1.54 -2.14 -2.77
C -0.43 -1.45 -2.28
C -0.48 -0.74 -1.04
C 0.74 -0.19 -0.54
C 0.95 0.94 0.30
C 2.30 1.41 0.42
C 2.65 2.34 1.38
C 1.67 2.88 2.23
C 0.33 2.52 2.05
C -0.05 1.65 1.03
C -1.73 -0.66 -0.38
H -3.65 -2.55 -2.48
H -1.45 -2.75 -3.67
H 0.53 -1.51 -2.80
H 1.62 -0.49 -1.11
H 3.06 0.96 -0.22
H 3.70 2.65 1.49
H 1.95 3.58 3.01
H -0.45 2.93 2.72
H -1.10 1.47 0.83
H -1.81 -0.18 0.59
```



Density functional theory data (wB97M-V/def2-TZVPD) for a 2-piece molecular cluster, CH3NOP2 overall.

The spin multiplicity is 1. As for the gap between HOMO and LUMO: 7.761 eV. As for the SMILES: [H]/P=C\O.N#P. The calculation puts the total energy at -23197.213 eV. The energy relative to the best compared isomer or geometry (same formula, charge and spin) is 1.443 eV.

```
8
CH3NOP2, DFT wB97M-V/def2-TZVPD
H 0.86 -1.78 -1.12
P -0.37 -2.09 -0.67
C -0.97 -0.58 -0.31
O -0.32 0.57 -0.73
H -2.05 -0.52 -0.11
H 0.33 1.00 -0.29
N 1.29 1.32 0.98
P 1.23 2.06 2.25
```



Density functional theory data (wB97M-V/def2-TZVPD) for a 7-piece molecular cluster, H13O6S overall.

The total charge is -1. The spin multiplicity is 1. As for the gap between HOMO and LUMO: 7.793 eV. The calculation puts the total energy at -23334.274 eV. The energy relative to the best compared isomer or geometry (same formula, charge and spin) is 0.175 eV.

```
20
H13O6S, DFT wB97M-V/def2-TZVPD
S 2.34 -0.82 0.80
H 2.50 0.20 1.66
H -0.09 -1.30 -0.59
H 0.55 -2.53 -0.53
O -0.23 -2.18 -0.99
H -0.44 1.63 -0.66
H 0.29 0.83 -1.75
O -0.61 1.10 -1.47
H -2.04 -1.53 -0.18
H -1.90 -0.11 -0.75
O -2.32 -0.61 -0.03
H 0.87 1.76 1.16
H -0.53 1.58 1.69
O -0.02 2.13 1.05
H 1.80 -0.62 -2.43
H 2.52 0.29 -1.33
O 2.21 0.23 -2.25
H -1.15 -0.52 2.59
H -2.08 0.18 1.56
O -1.68 0.27 2.44
```



Density functional theory data (wB97M-V/def2-TZVPD) for a 7-piece molecular cluster, C23H39ClN4O10 overall.

The spin multiplicity is 1. As for the gap between HOMO and LUMO: 8.982 eV. The calculation puts the total energy at -63425.568 eV. The energy relative to the best compared isomer or geometry (same formula, charge and spin) is 0.000 eV.

```
77
C23H39ClN4O10, DFT wB97M-V/def2-TZVPD
C -5.05 1.97 0.39
C -4.08 2.20 1.54
C -3.04 1.11 1.54
N -2.07 1.18 2.68
C -2.77 1.11 4.01
C -1.18 2.40 2.64
C 0.13 1.99 3.25
C 0.16 0.44 3.28
C -1.12 0.00 2.62
H -4.53 1.97 -0.57
H -5.76 2.80 0.32
H -5.63 1.07 0.54
H -4.64 2.11 2.47
H -3.60 3.18 1.47
H -2.40 1.09 0.65
H -3.49 0.12 1.62
H -3.32 2.04 4.15
H -2.01 1.01 4.78
H -3.41 0.24 3.99
H -1.67 3.20 3.19
H -1.07 2.67 1.59
H 0.27 2.30 4.29
H 1.01 2.40 2.77
H 0.27 0.16 4.33
H 1.01 -0.03 2.81
H -1.62 -0.88 3.04
H -1.00 -0.18 1.55
Cl 1.25 0.50 -0.61
O 1.86 0.85 -1.86
O 2.09 -0.45 0.09
O 1.07 1.68 0.21
O -0.05 -0.10 -0.84
C 4.24 0.63 2.32
N 3.75 0.25 3.67
O 4.16 -0.77 4.17
O 2.91 0.99 4.17
H 3.38 0.54 1.66
H 5.05 -0.01 2.01
H 4.49 1.69 2.36
C -1.97 -2.81 -1.55
N -3.26 -2.10 -1.39
O -3.25 -1.01 -0.85
O -4.25 -2.63 -1.85
H -1.24 -2.32 -0.91
H -1.70 -2.71 -2.60
H -2.11 -3.85 -1.26
C 4.57 2.02 -4.32
N 5.44 0.82 -4.16
O 6.57 0.98 -3.74
O 4.97 -0.24 -4.50
H 5.05 2.85 -3.82
H 3.64 1.82 -3.81
H 4.37 2.14 -5.38
C 1.32 -2.90 3.14
C 0.78 -3.06 1.87
C -0.30 -3.90 1.69
C -0.86 -4.59 2.78
C -0.32 -4.40 4.05
C 0.75 -3.54 4.24
H 2.12 -2.19 3.31
H 1.20 -2.49 1.05
H -0.72 -4.08 0.71
H -1.68 -5.28 2.64
H -0.73 -4.94 4.90
H 1.16 -3.38 5.24
C 1.62 -0.20 -6.32
C 1.24 0.63 -5.27
C 0.17 1.51 -5.42
C -0.48 1.57 -6.64
C -0.13 0.73 -7.68
C 0.89 -0.19 -7.50
H 2.47 -0.86 -6.18
H 1.87 0.71 -4.40
H -0.12 2.20 -4.64
H -1.29 2.28 -6.79
H -0.57 0.84 -8.67
H 1.18 -0.90 -8.27
```